{
  "formula": "C2H14B2CoO2",
  "method": "wB97M-V/def2-TZVPD",
  "charge": -2,
  "largest_force_ev_per_a": 2.22,
  "multiplicity": 4,
  "e_above_lowest_kj_mol": 0.0,
  "elements": ["Co", "C", "O", "H", "H", "H", "C", "O", "H", "H", "H", "B", "H", "H", "H", "H", "B", "H", "H", "H", "H"],
  "coordinates": [[-18.24038, 21.77823, -7.51026], [-17.40987, 24.27675, -5.71436], [-17.27059, 22.96800, -6.08082], [-16.46204, 24.82274, -5.52070], [-17.90710, 24.89330, -6.49237], [-18.01748, 24.38674, -4.79234], [-17.27170, 18.68116, -6.77310], [-17.43061, 20.03269, -6.85880], [-18.19292, 18.08206, -6.64436], [-16.78903, 18.23497, -7.66994], [-16.56262, 18.47086, -5.95142], [-20.39368, 21.72128, -7.41956], [-21.55173, 21.71507, -7.50289], [-20.01104, 21.20822, -6.44543], [-19.88240, 21.24186, -8.33661], [-20.01782, 22.83021, -7.41728], [-17.47026, 22.30354, -9.49800], [-18.42048, 22.86796, -9.17053], [-16.76072, 22.37001, -8.59807], [-17.80127, 21.19762, -9.66318], [-17.05064, 22.78546, -10.46873]],
  "lowdin_spin": [2.722, 0.007, 0.049, 0.002, 0.001, 0.001, 0.009, 0.055, 0.000, 0.001, 0.002, 0.040, 0.010, 0.008, 0.010, 0.011, 0.037, 0.014, 0.009, 0.004, 0.009]
}

=====

{
  "formula": "C4H4O3",
  "method": "wB97M-V/def2-TZVPD",
  "charge": 0,
  "largest_force_ev_per_a": 6.36,
  "multiplicity": 1,
  "e_above_lowest_kj_mol": 392.2,
  "elements": ["O", "C", "C", "C", "O", "C", "O", "H", "H", "H", "H"],
  "coordinates": [[1.69017, -1.36342, 0.04150], [0.55585, -0.53419, -0.22996], [0.96989, 0.96966, -0.13636], [-0.08208, 1.64820, 0.08714], [-1.16195, 0.87143, -0.01633], [-0.80588, -0.44346, -0.23183], [-1.79461, -1.41593, 0.08596], [1.51713, -2.45916, 0.49945], [2.01033, 1.17068, -0.22286], [-0.16625, 2.80791, 0.47726], [-2.73260, -1.25173, -0.35397]],
  "mulliken_charge": [-0.614, 0.721, -0.260, -0.358, -0.278, -0.065, -0.524, 0.366, 0.408, 0.248, 0.358]
}

=====

{
  "formula": "C4H6O3Tl",
  "method": "wB97M-V/def2-TZVPD",
  "charge": 0,
  "largest_force_ev_per_a": 1.21,
  "multiplicity": 2,
  "e_above_lowest_kj_mol": 294.2,
  "elements": ["H", "O", "C", "O", "Tl", "O", "C", "H", "H", "H", "C", "C", "H", "H"],
  "coordinates": [[0.30847, -4.89288, 2.88035], [0.87077, 0.63162, -0.15578], [-0.40951, 0.43411, -0.29458], [-0.99152, -0.64069, -0.18389], [0.32845, -2.49485, 0.25804], [-1.01898, 1.56813, -0.56969], [-2.43368, 1.53364, -0.74610], [-2.69618, 0.88459, -1.59028], [-2.92253, 1.17707, 0.16846], [-2.72987, 2.56505, -0.95656], [1.67605, -0.52554, 0.24602], [2.96720, -0.16302, 0.31123], [3.33898, 0.83378, 0.03990], [3.71235, -0.91101, 0.59287]],
  "lowdin_spin": [0.910, 0.001, 0.001, 0.003, 0.080, 0.000, 0.000, 0.000, 0.000, 0.000, 0.004, 0.001, 0.000, 0.000]
}

=====

{
  "formula": "C27H23N4OPPdS",
  "method": "wB97M-V/def2-TZVPD",
  "charge": 0,
  "largest_force_ev_per_a": 0.12,
  "multiplicity": 3,
  "e_tot_ev": -59983.687,
  "elements": ["Pd", "C", "C", "N", "N", "C", "N", "S", "C", "C", "C", "C", "C", "N", "H", "H", "H", "H", "H", "H", "H", "H", "H", "O", "C", "C", "C", "C", "C", "C", "C", "P", "C", "C", "C", "C", "C", "C", "C", "C", "C", "C", "C", "C", "H", "H", "H", "H", "H", "H", "H", "H", "H", "H", "H", "H", "H", "H"],
  "coordinates": [[-1.52065, -1.05335, -0.28817], [-2.93042, 0.19456, 3.75558], [-2.54075, 0.04044, 2.32020], [-2.19995, -1.07497, 1.78207], [-2.18623, -2.20854, 2.52333], [-1.89450, -3.28283, 1.81988], [-1.84864, -4.43777, 2.52817], [-1.57949, -3.43449, 0.11438], [-2.54086, 1.22096, 1.42058], [-2.82779, 2.49781, 1.89235], [-2.81625, 3.56477, 1.00881], [-2.53145, 3.33839, -0.32627], [-2.25970, 2.04057, -0.72626], [-2.25990, 1.01863, 0.12030], [-2.88384, -0.77100, 4.24840], [-3.94417, 0.59158, 3.84053], [-2.25889, 0.88755, 4.26735], [-2.19297, -4.42386, 3.47292], [-1.80781, -5.30817, 2.03115], [-3.05483, 2.65176, 2.93695], [-3.02991, 4.56464, 1.36352], [-2.51417, 4.14201, -1.04827], [-2.03369, 1.80044, -1.75833], [-2.69336, -0.94891, -2.55433], [-1.50086, -1.03622, -2.34393], [-0.29953, -0.97894, -3.07026], [-0.26669, -1.10100, -4.49360], [0.93789, -1.18221, -5.13731], [2.16246, -1.13321, -4.43573], [2.14742, -0.97048, -3.05871], [0.94442, -0.88005, -2.37690], [0.70887, -0.52058, -0.65141], [0.92999, 1.27591, -0.45046], [1.09816, 2.12258, -1.54004], [1.17325, 3.49786, -1.34950], [1.07912, 4.03088, -0.07398], [0.90573, 3.18816, 1.01894], [0.82733, 1.81953, 0.83115], [2.08386, -1.22082, 0.29646], [3.28511, -0.53162, 0.45229], [4.33946, -1.11823, 1.13524], [4.19866, -2.39097, 1.67092], [3.00193, -3.07806, 1.52325], [1.94510, -2.49691, 0.83823], [-1.19863, -1.15553, -5.04043], [0.95175, -1.29299, -6.21489], [3.09975, -1.21393, -4.96813], [3.07954, -0.90707, -2.50753], [1.16987, 1.70435, -2.53701], [1.30804, 4.15065, -2.20254], [1.14028, 5.10174, 0.07281], [0.82971, 3.60155, 2.01676], [0.68193, 1.16246, 1.68295], [3.39642, 0.46736, 0.04780], [5.27066, -0.57867, 1.25082], [5.02163, -2.84528, 2.20762], [2.88709, -4.06857, 1.94392], [1.01051, -3.03193, 0.71837]],
  "lowdin_spin": [0.608, 0.002, 0.011, 0.030, 0.000, 0.019, 0.012, 0.137, 0.007, 0.003, 0.002, 0.003, 0.008, 0.060, 0.000, 0.001, 0.000, 0.001, 0.003, 0.001, 0.000, 0.000, 0.001, 0.199, 0.215, 0.097, 0.100, 0.014, 0.156, 0.002, 0.141, 0.090, 0.019, 0.009, 0.000, 0.007, 0.000, 0.007, 0.013, 0.005, 0.001, 0.002, 0.000, 0.003, 0.006, -0.003, 0.011, -0.004, 0.000, 0.000, 0.000, 0.000, 0.000, 0.000, 0.000, 0.000, 0.000, -0.001]
}

=====

{
  "formula": "C4H4",
  "method": "wB97M-V/def2-TZVPD",
  "charge": 0,
  "largest_force_ev_per_a": 3.74,
  "multiplicity": 1,
  "e_above_lowest_kj_mol": 319.2,
  "elements": ["C", "C", "C", "C", "H", "H", "H", "H"],
  "coordinates": [[-0.39016, 0.43526, -0.01646], [0.14258, 1.12459, 1.01868], [-1.08157, -0.06732, -0.95527], [1.00656, -0.02753, 0.82904], [-1.67861, 0.61953, -1.62770], [-1.15602, -1.12983, -1.04553], [1.77941, -0.40105, 0.06133], [1.37780, -0.55365, 1.73593]],
  "mulliken_charge": [0.546, -0.648, -0.462, -0.435, 0.213, 0.282, 0.275, 0.229]
}

=====

{
  "formula": "C3H12NS",
  "method": "wB97M-V/def2-TZVPD",
  "charge": 1,
  "largest_force_ev_per_a": 1.12,
  "multiplicity": 1,
  "e_above_lowest_kj_mol": 24.5,
  "elements": ["S", "C", "C", "H", "H", "H", "H", "H", "H", "C", "N", "H", "H", "H", "H", "H", "H"],
  "coordinates": [[-2.39874, 0.38236, -1.48038], [-2.66434, -2.18908, -0.40318], [-1.81928, -1.33662, -1.33929], [-3.61715, 0.08761, -1.98150], [-2.69336, -1.74061, 0.60411], [-2.23910, -3.20375, -0.32441], [-3.69692, -2.26884, -0.78266], [-0.78492, -1.24265, -0.95625], [-1.76442, -1.78418, -2.35030], [-3.26230, 3.43717, 1.85950], [-3.42266, 1.96117, 2.04887], [-3.93208, 3.79593, 1.05995], [-2.22227, 3.67704, 1.58124], [-3.50935, 3.97221, 2.79187], [-4.40203, 1.72990, 2.31146], [-3.19075, 1.45211, 1.17212], [-2.79292, 1.61801, 2.80204]],
  "mulliken_charge": [-0.282, -0.931, -0.378, 0.156, 0.229, 0.316, 0.309, 0.312, 0.326, -0.745, -0.240, 0.322, 0.324, 0.342, 0.391, 0.157, 0.393]
}